1.
Density functional theory data (ωB97M-V with the def2-TZVPD basis set) for a molecular structure, C31H50AlClP at a distorted geometry.

Each line ends with the Löwdin charge.
Atoms and positions in Å:
Al 1.284 1.654 2.199  0.073
P -0.013 0.603 -0.643  1.039
Cl 0.143 3.464 2.438  0.106
C -0.755 -0.507 0.540  -0.268
H 0.109 -1.201 1.116  0.130
H -1.625 -0.050 1.172  0.080
C 1.792 1.064 -0.818  -0.409
C -0.937 2.201 -0.851  -0.378
C 2.286 0.973 -2.295  -0.201
H 1.889 2.132 -0.542  0.081
C 3.765 1.347 -2.406  -0.199
H 2.159 -0.050 -2.670  0.084
H 1.706 1.627 -2.959  0.094
C 4.668 0.523 -1.462  -0.208
H 4.105 1.212 -3.441  0.104
H 3.902 2.407 -2.172  0.111
C 4.168 0.577 -0.022  -0.211
H 4.680 -0.522 -1.801  0.108
H 5.695 0.910 -1.529  0.102
C 2.659 0.272 0.130  -0.325
H 4.723 -0.131 0.601  0.106
H 4.355 1.568 0.411  0.097
H 2.498 -0.807 0.015  0.114
H 2.452 0.533 1.261  -0.041
C -0.604 -0.593 -1.955  -0.388
C -2.462 1.987 -0.975  -0.188
H -0.722 2.701 0.113  0.038
C -3.224 3.319 -0.909  -0.199
H -2.664 1.498 -1.944  0.104
H -2.839 1.310 -0.195  0.106
C -2.743 4.342 -1.932  -0.211
H -4.291 3.131 -1.060  0.105
H -3.117 3.729 0.102  0.117
C -1.216 4.489 -1.946  -0.195
H -3.073 4.027 -2.930  0.107
H -3.205 5.320 -1.744  0.105
C -0.462 3.147 -1.982  -0.190
H -0.926 5.112 -2.803  0.106
H -0.897 5.043 -1.056  0.114
H -0.646 2.660 -2.953  0.097
H 0.619 3.348 -1.933  0.102
C 0.300 -1.847 -1.911  -0.191
H -1.587 -0.891 -1.545  0.104
C -0.356 -2.946 -2.736  -0.197
H 1.295 -1.593 -2.321  0.101
H 0.457 -2.178 -0.868  0.081
C -0.706 -2.490 -4.155  -0.197
H 0.327 -3.796 -2.771  0.109
H -1.264 -3.293 -2.237  0.108
C -1.454 -1.133 -4.201  -0.194
H 0.219 -2.405 -4.744  0.108
H -1.328 -3.242 -4.661  0.103
C -0.783 -0.057 -3.352  -0.215
H -1.553 -0.783 -5.237  0.103
H -2.481 -1.303 -3.840  0.114
H 0.200 0.202 -3.759  0.103
H -1.395 0.853 -3.365  0.082
C -0.646 -3.211 1.050  -0.207
C -1.630 -2.145 0.735  -0.307
H -0.152 -3.809 0.282  0.047
C -2.725 -1.896 1.774  -0.194
H -2.050 -2.269 -0.296  0.093
C -1.977 -1.719 3.097  -0.216
H -3.249 -1.000 1.481  0.085
H -3.463 -2.687 1.878  0.107
C -1.242 -3.006 3.488  -0.197
H -1.229 -0.938 2.945  0.061
H -2.613 -1.398 3.929  0.109
C -0.176 -3.390 2.462  -0.259
H -0.762 -2.864 4.454  0.079
H -1.998 -3.808 3.590  0.108
H 0.699 -2.751 2.600  0.074
H 0.166 -4.415 2.645  0.095
C 0.835 -1.268 5.995  -0.110
C 1.876 -1.404 5.070  -0.143
C 1.951 -0.638 3.961  -0.167
C 0.968 0.348 3.673  -0.286
C -0.099 0.518 4.608  -0.153
C -0.159 -0.295 5.734  -0.118
H 0.817 -1.813 6.918  0.081
H 2.697 -2.125 5.306  0.107
H 2.818 -0.689 3.255  0.095
H -0.817 1.331 4.424  0.079
H -0.962 -0.125 6.476  0.097

Atoms 1-6, force components in eV/Å:
Al 0.09 0.56 0.55
P -1.46 -0.28 -0.44
Cl -1.17 1.05 0.65
C 1.38 -0.34 4.31
H -1.91 3.25 -0.94
H 2.60 0.19 -0.57

As for the charge: -1. Its spin multiplicity is 1. Its HOMO energy is -1.68 eV. For the HOMO-LUMO gap, the calculation gives 4.22 eV. The max |F| comes out at 5.03 eV/A. The calculation puts the energy above the lowest of the compared OMol25 structures with the same formula, charge and spin at 110.9 kcal/mol.

2.
Density functional theory data (ωB97M-V with the def2-TZVPD basis set) for a molecular structure, C31H50AlClPTe at a distorted geometry.

Each line ends with the Löwdin charge.
Atoms and positions in Å:
Al -0.662 0.348 2.073  -0.478
Cl -2.416 1.173 1.019  0.283
P -0.252 0.276 -1.153  1.068
C -1.082 1.202 3.817  -0.204
H -0.314 1.923 4.113  0.039
H -2.109 1.583 3.894  0.054
C 1.133 -0.646 -2.029  -0.439
C -0.228 2.091 -1.676  -0.447
C 2.495 -0.029 -1.695  -0.234
H 1.081 -1.636 -1.536  0.109
C 3.633 -0.953 -2.151  -0.197
H 2.592 0.945 -2.199  0.098
H 2.584 0.160 -0.612  -0.001
C 3.508 -1.348 -3.626  -0.212
H 4.594 -0.455 -1.976  0.106
H 3.619 -1.857 -1.528  0.115
C 2.104 -1.835 -4.001  -0.204
H 3.769 -0.485 -4.252  0.108
H 4.234 -2.136 -3.854  0.100
C 0.996 -0.881 -3.536  -0.216
H 2.027 -1.976 -5.085  0.103
H 1.928 -2.813 -3.532  0.112
H 1.076 0.078 -4.069  0.101
H 0.016 -1.310 -3.786  0.081
C -1.855 -0.367 -1.917  -0.451
C 0.292 2.406 -3.079  -0.223
H -1.299 2.362 -1.617  0.099
C 0.021 3.883 -3.390  -0.203
H 1.372 2.202 -3.127  0.100
H -0.190 1.780 -3.844  0.086
C 0.631 4.835 -2.354  -0.212
H 0.402 4.118 -4.390  0.102
H -1.067 4.033 -3.412  0.111
C 0.303 4.445 -0.913  -0.196
H 1.721 4.855 -2.480  0.109
H 0.274 5.853 -2.544  0.100
C 0.526 2.948 -0.647  -0.259
H 0.911 5.031 -0.215  0.108
H -0.749 4.681 -0.698  0.115
H 1.603 2.719 -0.702  0.095
H 0.203 2.704 0.376  0.034
C -1.922 -1.896 -1.872  -0.207
H -2.574 0.009 -1.169  0.037
C -3.299 -2.409 -2.318  -0.198
H -1.146 -2.336 -2.513  0.098
H -1.723 -2.239 -0.847  0.108
C -3.781 -1.797 -3.643  -0.211
H -3.266 -3.501 -2.413  0.103
H -4.030 -2.178 -1.531  0.114
C -3.653 -0.273 -3.687  -0.205
H -3.206 -2.232 -4.472  0.108
H -4.829 -2.074 -3.813  0.100
C -2.264 0.226 -3.271  -0.212
H -3.879 0.093 -4.695  0.103
H -4.394 0.174 -3.010  0.114
H -1.528 -0.049 -4.042  0.095
H -2.286 1.325 -3.228  0.100
C -0.186 -1.493 1.727  -0.231
C -0.877 -0.240 3.999  -0.326
H 0.288 -1.635 0.748  -0.020
C -2.049 -1.050 4.481  -0.214
H 0.096 -0.623 4.336  0.092
C -1.773 -2.558 4.473  -0.227
H -2.262 -0.725 5.517  0.112
H -2.938 -0.827 3.870  0.113
C -1.610 -3.138 3.064  -0.207
H -0.867 -2.764 5.061  0.107
H -2.602 -3.073 4.973  0.095
C -0.223 -2.776 2.442  -0.295
H -1.714 -4.235 3.112  0.095
H -2.420 -2.774 2.416  0.108
H 0.553 -2.754 3.238  0.097
H 0.032 -3.612 1.748  0.099
Te 1.975 0.857 1.985  1.050
C 2.375 0.524 4.017  -0.636
C 2.264 1.604 4.921  -0.170
C 2.258 1.339 6.295  -0.101
C 2.438 0.027 6.761  -0.114
C 2.643 -1.022 5.860  -0.112
C 2.637 -0.788 4.479  -0.166
H 2.146 2.611 4.524  0.083
H 2.115 2.159 6.999  0.093
H 2.432 -0.168 7.832  0.088
H 2.821 -2.036 6.227  0.095
H 2.802 -1.578 3.748  0.088

Atoms 1-6, force components in eV/Å:
Al 0.22 -0.46 -1.41
Cl -0.52 0.28 -0.16
P 0.19 0.15 0.14
C 0.19 0.02 0.93
H -0.12 -0.32 0.00
H 0.37 -0.26 -0.06

As for the charge: -1. Its spin multiplicity is 1. Its HOMO energy (alpha / beta) is -2.60 / -3.00 eV. For the HOMO-LUMO gap (alpha / beta), the calculation gives 5.22 / 5.63 eV. The max |F| comes out at 2.63 eV/A.